1.
5 unconnected molecules or ions with the total composition C3H17NO4. Source: the Open Molecules 2025 dataset; level of theory: wB97M-V/def2-TZVPD.

LUMO level   0.30 eV
HOMO-LUMO gap   9.74 eV
Energy relative to the best compared isomer or geometry (same formula, charge and spin)   0.987 eV
F_max   0.047 hartree/bohr
E_HOMO   -9.44 eV
Structure (SMILES)   CC(C)N.O.O.O.O

Last column: Löwdin charge in e.
Geometry (Å):
C  -0.77  1.65  -0.68  -0.079
C  0.43  2.04  0.23  -0.487
C  0.16  3.04  1.32  -0.091
N  1.22  0.92  0.86  0.022
H  -0.35  1.26  -1.62  0.067
H  -1.44  0.96  -0.17  0.062
H  -1.18  2.60  -1.04  0.082
H  1.14  2.35  -0.55  0.123
H  0.27  4.08  0.97  0.080
H  -0.70  2.88  1.95  0.073
H  1.04  3.14  1.96  0.072
H  0.86  0.05  0.47  0.020
H  0.86  0.79  1.81  0.052
H  -0.59  -2.98  1.77  0.057
H  -0.62  -1.49  2.19  0.037
O  -0.06  -2.20  1.89  -0.038
H  -2.37  -0.08  -1.57  -0.006
H  -3.86  0.04  -0.95  0.038
O  -3.20  -0.52  -1.37  -0.061
H  1.59  -1.39  -0.99  0.009
H  2.21  -0.29  -1.88  0.044
O  1.37  -0.73  -1.68  -0.078
H  1.12  -2.68  0.34  0.008
H  0.29  -3.29  -0.79  0.043
O  1.18  -3.18  -0.48  -0.048

2.
5 unconnected molecules or ions with the total composition C3H18NO4. Source: the Open Molecules 2025 dataset; level of theory: wB97M-V/def2-TZVPD.

Net charge   +2
LUMO level (alpha / beta)   -7.27 / -14.91 eV
HOMO-LUMO gap (alpha / beta)   11.03 / 2.87 eV
Energy relative to the best compared isomer or geometry (same formula, charge and spin)   1.086 eV
F_max   0.057 hartree/bohr
E_HOMO (alpha / beta)   -18.30 / -17.78 eV
Multiplicity   2

Last column: Löwdin charge in e.
Geometry (Å):
C  0.64  -2.11  1.93  -0.066
C  -0.71  -1.37  1.96  -0.160
N  -0.77  -0.78  0.59  -0.034
C  -2.02  -0.06  0.24  -0.041
H  1.54  -1.51  1.95  0.084
H  0.73  -2.90  2.71  0.108
H  0.58  -2.79  1.09  0.075
H  -1.60  -1.97  2.11  0.135
H  -0.64  -0.54  2.76  0.161
H  -0.62  -1.46  -0.16  0.131
H  -0.12  0.03  0.43  0.176
H  -1.86  0.97  -0.09  0.104
H  -2.77  -0.14  1.04  0.111
H  -2.64  -0.60  -0.47  0.083
H  0.50  3.27  1.71  0.055
H  -0.83  2.53  2.23  0.057
O  0.09  2.43  1.97  -0.012
H  3.35  0.07  -2.40  0.097
H  3.61  1.36  -1.74  0.068
O  2.87  0.74  -1.87  -0.012
H  -0.98  -1.19  -2.88  0.068
H  -1.91  -2.24  -2.32  0.086
O  -1.42  -1.45  -2.06  -0.047
H  2.04  2.81  -2.32  0.120
H  1.25  3.27  -3.62  0.195
O  1.68  3.59  -2.79  0.457

3.
A molecular structure, C3H18NO8. Source: the Open Molecules 2025 dataset; level of theory: wB97M-V/def2-TZVPD.

Net charge   -1
LUMO level   3.20 eV
HOMO-LUMO gap   7.41 eV
Energy relative to the best compared isomer or geometry (same formula, charge and spin)   4.388 eV
F_max   0.314 hartree/bohr
E_HOMO   -4.21 eV

Last column: Löwdin charge in e.
Geometry (Å):
C  -2.06  -1.68  -1.21  -0.024
N  -1.54  -0.33  -0.96  -0.077
C  -1.03  -0.08  0.38  -0.067
C  0.49  -0.16  0.58  -0.602
O  0.92  0.40  1.63  -0.076
O  1.21  -0.66  -0.30  -0.020
H  -1.33  -2.36  -1.63  0.077
H  -2.94  -1.58  -1.86  0.094
H  -2.39  -2.16  -0.28  0.088
H  -0.78  -0.16  -1.61  0.132
H  -1.48  -0.78  1.09  0.134
H  -1.33  0.90  0.76  0.118
H  1.66  -0.67  -2.95  0.030
H  0.79  -1.41  -1.99  -0.001
O  0.86  -1.21  -2.96  -0.100
H  -0.85  3.42  -1.13  0.053
H  -0.71  3.48  0.47  0.003
O  -1.29  3.24  -0.28  -0.084
H  3.38  -2.11  1.31  -0.012
H  2.76  -2.35  -0.06  -0.003
O  3.26  -2.80  0.63  -0.104
H  -2.51  1.79  -0.98  -0.027
H  -2.34  0.25  -0.85  -0.352
O  -2.95  0.95  -1.15  -0.126
H  0.25  2.05  1.76  0.009
H  1.31  3.14  1.57  0.057
O  0.38  3.03  1.83  -0.086
H  2.53  -0.22  2.17  0.011
H  2.57  -1.13  3.37  0.048
O  3.14  -0.82  2.66  -0.092

4.
A molecular structure, C3H19AsF6O6. Source: the Open Molecules 2025 dataset; level of theory: wB97M-V/def2-TZVPD.

LUMO level   -0.33 eV
HOMO-LUMO gap   9.84 eV
Energy relative to the best compared isomer or geometry (same formula, charge and spin)   12.131 eV
F_max   0.345 hartree/bohr
E_HOMO   -10.17 eV

Last column: Löwdin charge in e.
Geometry (Å):
O  -0.53  5.78  5.71  0.032
H  -1.31  5.63  5.17  0.045
H  -0.58  5.45  6.61  -0.252
H  0.25  5.41  5.30  -0.263
As  1.87  8.04  5.72  0.976
F  0.80  8.19  4.31  -0.251
F  1.05  6.57  6.30  -0.293
F  2.97  7.86  7.17  -0.262
F  2.72  9.52  5.26  -0.255
F  0.74  9.02  6.68  -0.249
F  2.92  6.94  4.73  -0.275
O  -2.75  6.50  5.50  -0.014
H  -2.61  6.81  4.61  0.066
H  -3.15  7.23  5.96  0.072
O  1.56  6.31  8.45  -0.073
H  0.91  6.23  7.74  -0.041
H  2.23  6.90  8.10  -0.034
O  -1.65  4.27  4.47  -0.003
H  -2.36  3.72  4.15  0.094
H  -0.89  4.02  3.94  0.062
O  -0.50  5.01  7.52  0.199
H  -0.95  4.90  8.36  0.166
H  0.36  4.61  7.66  0.097
C  0.97  2.69  5.28  -0.010
C  1.41  4.08  5.50  -0.434
C  2.84  4.40  5.30  -0.017
O  0.57  4.79  4.65  0.038
H  -0.11  2.61  5.36  0.091
H  1.38  2.08  6.08  0.104
H  1.35  2.41  4.29  0.106
H  1.18  4.32  6.54  0.123
H  3.16  4.62  4.28  0.099
H  3.46  3.61  5.72  0.100
H  3.20  5.25  5.87  0.076
H  0.87  4.49  3.79  0.180

5.
3 unconnected molecules or ions with the total composition C3H2. Source: the Open Molecules 2025 dataset; level of theory: wB97M-V/def2-TZVPD.

LUMO level   -2.40 eV
HOMO-LUMO gap   8.82 eV
Energy relative to the best compared isomer or geometry (same formula, charge and spin)   4.040 eV
F_max   0.088 hartree/bohr
E_HOMO   -11.22 eV

Last column: Löwdin charge in e.
Geometry (Å):
C  -0.77  2.14  -1.42  -0.341
C  -0.64  3.37  -1.82  0.180
C  -1.32  1.00  -1.11  0.108
H  0.18  -0.38  0.80  0.108
H  -0.34  0.25  0.14  -0.055

6.
7 unconnected molecules or ions with the total composition C3H20NO7S. Source: the Open Molecules 2025 dataset; level of theory: wB97M-V/def2-TZVPD.

Net charge   -1
LUMO level   2.97 eV
HOMO-LUMO gap   8.95 eV
Energy relative to the best compared isomer or geometry (same formula, charge and spin)   0.000 eV
F_max   0.024 hartree/bohr
E_HOMO   -5.98 eV

Last column: Löwdin charge in e.
Geometry (Å):
C  2.89  -0.07  0.29  -0.244
O  2.76  1.17  -0.36  -0.162
C  1.60  -0.46  1.14  -0.413
C  1.20  -1.88  0.76  -0.512
S  -0.14  -2.58  1.80  0.691
N  0.51  0.47  0.93  0.041
H  3.10  -0.85  -0.46  0.112
H  3.73  0.05  0.99  0.104
H  1.83  -0.41  2.21  0.120
H  2.05  -2.55  0.88  0.070
H  0.90  -1.92  -0.29  0.059
H  -1.20  -1.98  1.22  -0.163
H  0.08  0.37  0.02  0.063
H  0.87  1.42  0.96  0.102
H  1.19  1.40  -2.92  0.024
H  2.06  1.09  -1.14  0.015
O  0.96  0.92  -2.10  -0.326
H  -2.44  -0.17  -0.47  0.008
H  -2.61  -0.08  1.11  -0.009
O  -3.08  -0.35  0.28  -0.136
H  -0.80  0.51  2.05  -0.010
H  -1.62  -0.19  3.15  0.024
O  -1.67  0.54  2.53  -0.128
H  -0.52  0.87  -1.88  -0.015
H  -1.91  1.55  -1.60  0.032
O  -1.54  0.65  -1.78  -0.151
H  0.92  -0.65  -2.47  -0.026
H  -0.23  -1.62  -2.87  0.025
O  0.73  -1.61  -2.69  -0.139
H  -2.69  2.49  0.69  0.013
H  -3.59  1.46  0.01  0.016
O  -3.34  2.42  0.00  -0.085